(1)
This record from the Open Molecules 2025 dataset describes a molecular structure, C14H24N2O4Pd in a non-equilibrium geometry. The level of theory is the ωB97M-V functional and the def2-TZVPD basis.

Geometry as XYZ:
```
45
Properties=species:S:1:pos:R:3:forces:R:3:lowdin_charge:R:1
Pd 0.03752 0.10017 -0.22437 -0.36 -0.29 0.82 1.1476
C 3.15985 1.04197 0.49229 0.07 0.23 0.11 -0.0363
O 2.34416 0.01198 -0.08580 -0.96 0.00 0.10 -0.2924
C 2.96172 -0.60730 -1.22401 -0.03 -0.17 -0.29 -0.1533
C 2.05249 -1.70547 -1.74145 0.10 0.08 0.12 -0.1340
O 0.71090 -1.26815 -1.95206 -0.01 0.00 -0.13 -0.2188
C 0.38015 -0.67250 -3.21057 -0.02 0.10 -0.07 -0.1324
C 0.69212 0.80880 -3.24849 0.00 -0.07 -0.09 -0.1619
O 0.09689 1.42227 -2.10186 0.02 -0.48 0.12 -0.2839
C 0.32056 2.83688 -2.05765 -0.01 0.15 0.05 -0.0388
H 4.10321 0.61635 0.83611 -0.04 -0.06 -0.02 0.1109
H 3.36664 1.82910 -0.23558 -0.06 -0.03 -0.02 0.1026
H 2.61659 1.45476 1.33849 0.00 -0.02 0.00 0.0965
H 3.17657 0.14957 -1.98210 -0.02 0.03 0.07 0.1269
H 3.90752 -1.06167 -0.91802 0.02 0.08 0.07 0.1512
H 2.46680 -2.12518 -2.65985 0.01 -0.03 0.00 0.1493
H 1.97928 -2.49474 -0.99343 0.01 -0.06 -0.05 0.1426
H 0.90171 -1.18189 -4.02241 -0.03 -0.04 -0.01 0.1482
H -0.69304 -0.82155 -3.31873 0.01 -0.04 -0.03 0.1392
H 1.76743 1.00700 -3.25679 -0.03 0.04 0.01 0.1256
H 0.25989 1.23933 -4.15506 0.00 0.02 0.00 0.1508
H -0.07951 3.29843 -2.96105 -0.02 -0.04 0.00 0.1100
H -0.20989 3.23038 -1.19436 0.01 -0.03 0.01 0.0962
H 1.38611 3.06412 -1.98040 0.00 -0.05 0.02 0.1003
C -4.10691 -1.59108 -0.50239 0.04 0.02 -0.19 0.0443
C -3.02137 -0.67932 -0.02174 -0.33 0.04 0.46 -0.4498
O -2.00009 -0.49453 -0.71606 1.26 0.43 0.12 -0.0277
N -3.22078 -0.07667 1.15416 0.11 -0.02 -0.18 0.1112
C -2.31676 0.90002 1.73372 0.23 -0.09 0.02 -0.0929
C -1.23951 0.23519 2.55884 -0.09 0.05 0.00 -0.2353
C -1.32293 0.14685 3.93633 0.07 -0.02 0.00 0.0216
C -0.33086 -0.52502 4.63758 0.01 0.00 -0.02 0.0051
C 0.71870 -1.09901 3.93792 -0.08 0.02 0.03 -0.0061
C 0.74880 -0.96326 2.56397 0.13 -0.12 -0.04 -0.0880
N -0.20610 -0.30825 1.89460 0.18 0.26 -0.94 0.0118
H -3.84061 -2.00681 -1.46907 0.02 0.01 0.01 0.1004
H -5.04144 -1.03703 -0.59438 -0.01 -0.02 0.02 0.1092
H -4.25493 -2.40698 0.20588 0.01 0.02 0.04 0.1090
H -4.04994 -0.31465 1.67520 -0.09 -0.03 -0.07 0.1698
H -2.89443 1.58964 2.34363 0.00 0.00 0.01 0.1441
H -1.85701 1.46821 0.92359 -0.10 0.12 0.02 0.1118
H -2.14983 0.60927 4.45833 -0.02 -0.01 -0.03 0.1337
H -0.37854 -0.59707 5.71598 0.00 -0.01 0.00 0.1338
H 1.50460 -1.63935 4.44549 0.02 0.00 -0.03 0.1291
H 1.55427 -1.38281 1.97556 -0.02 0.04 -0.01 0.1186
```
Forces are in eV/Å.

Results
* total charge: +2
* spin multiplicity: 1
* E_LUMO (alpha / beta): -8.6 / -8.5 eV
* gap between HOMO and LUMO (alpha / beta): 7.83 / 7.88 eV
* HOMO energy (alpha / beta): -16.425 / -16.430 eV
* energy relative to the best compared isomer or geometry (same formula, charge and spin): 8.6 kcal/mol

=====

(2)
This record from the Open Molecules 2025 dataset describes a molecular structure, C14H24N4O3OsS4. The level of theory is the ωB97M-V functional and the def2-TZVPD basis.

Geometry as XYZ:
```
50
Properties=species:S:1:pos:R:3:forces:R:3:lowdin_charge:R:1
Os -0.77438 0.25466 1.49951 -0.87 0.08 0.25 1.0390
N 0.82105 1.04953 -1.69370 0.09 -0.01 -0.06 0.0726
C 1.72856 0.38549 -0.77502 0.01 0.10 0.02 -0.3252
C 2.95033 -0.39980 -1.36548 0.10 0.07 0.00 -0.1247
C 3.05816 -0.57369 -2.88370 0.04 -0.02 -0.08 -0.1683
C 1.95617 -1.40972 -3.56786 0.09 -0.10 0.01 -0.1540
N 1.26615 -2.28544 -2.63700 -0.05 -0.15 -0.25 0.0856
C 1.60478 -3.49863 -2.26164 0.03 0.01 0.06 -0.4381
N 1.01945 -4.00627 -1.16746 0.03 0.10 0.00 0.2083
N 2.47394 -4.24644 -2.95990 0.09 0.00 0.04 0.2049
C 0.94122 -0.56985 0.11518 0.44 -0.54 -0.30 -0.7564
O 0.13874 -1.39127 -0.46086 0.06 0.00 -0.15 -0.1283
O 1.24901 -0.66451 1.34491 -0.02 0.03 -0.06 -0.1405
H 0.25435 0.42057 -2.24483 -0.02 0.00 0.05 0.0660
H 1.28153 1.72870 -2.28276 -0.02 -0.02 -0.02 0.0836
H 2.12507 1.15416 -0.11477 -0.03 0.00 0.04 0.1115
H 3.02084 -1.38191 -0.88830 -0.04 -0.01 0.01 0.1124
H 3.85864 0.11864 -1.05379 -0.01 0.01 -0.01 0.1160
H 4.02644 -1.04627 -3.07069 -0.01 -0.01 0.00 0.1058
H 3.10639 0.39493 -3.38542 -0.04 0.02 0.04 0.1085
H 2.36848 -1.98367 -4.40046 -0.02 -0.01 0.00 0.1086
H 1.19044 -0.77368 -4.00671 0.01 0.06 0.03 0.1156
H 0.66193 -1.81026 -1.93920 -0.13 0.13 0.23 0.0895
H 0.54213 -3.33488 -0.55994 0.00 -0.02 -0.03 0.1081
H 1.37261 -4.85183 -0.75654 -0.03 -0.02 -0.02 0.1207
H 2.97292 -3.85941 -3.73870 -0.03 0.00 -0.02 0.1067
H 2.74154 -5.15707 -2.63528 0.01 0.00 0.00 0.1194
O 3.25031 2.72891 6.21706 0.07 -0.10 -0.07 -0.0632
C 2.44444 2.36468 5.40497 -0.16 0.19 0.13 -1.0192
S 2.22686 3.12809 3.81828 0.04 -0.04 -0.03 0.9598
C 0.89439 2.12937 3.28604 0.01 0.01 -0.06 -1.1320
C 0.47114 1.17094 4.14056 -0.06 -0.04 -0.04 -1.1280
S -0.87935 0.12660 3.78838 0.15 -0.03 0.25 0.5518
S 1.28569 1.05193 5.68181 0.05 -0.05 0.00 0.9631
S 0.21113 2.41256 1.70636 0.18 0.39 0.04 0.5290
C -3.66320 2.32428 2.14482 -0.04 0.00 0.08 -0.0707
C -3.64188 1.35133 0.95619 0.06 0.01 -0.06 -0.7016
C -5.04865 0.79044 0.73887 -0.04 -0.04 -0.05 -0.0790
C -3.18997 2.10680 -0.30092 -0.02 0.05 0.01 -0.0790
C -2.67531 0.22286 1.25229 0.10 -0.11 -0.05 -0.2884
H -4.39803 3.11300 1.95932 0.01 -0.01 0.00 0.0844
H -2.68537 2.78165 2.29504 0.00 -0.01 -0.02 0.0481
H -3.93657 1.81105 3.06929 0.00 -0.01 -0.02 0.0837
H -5.75181 1.59254 0.50248 0.01 0.00 0.00 0.0810
H -5.40634 0.27851 1.63487 0.01 0.01 0.00 0.0818
H -5.06218 0.07555 -0.08775 0.01 0.01 0.00 0.0810
H -3.86990 2.93808 -0.50918 0.02 0.00 0.00 0.0828
H -3.17804 1.44433 -1.16872 0.00 -0.01 0.01 0.0786
H -2.18306 2.50928 -0.17115 -0.01 0.01 0.00 0.0495
H -3.17079 -0.71488 1.53148 -0.07 0.06 0.08 0.0393
```
Forces are in eV/Å.

Results
* total charge: 0
* spin multiplicity: 5
* E_LUMO (alpha / beta): -0.4 / -0.4 eV
* gap between HOMO and LUMO (alpha / beta): 5.75 / 6.67 eV
* HOMO energy (alpha / beta): -6.173 / -7.118 eV
* energy relative to the best compared isomer or geometry (same formula, charge and spin): 0.0 kcal/mol

=====

(3)
This record from the Open Molecules 2025 dataset describes C14H24N6O4 in the gas phase in a non-equilibrium geometry. The level of theory is the ωB97M-V functional and the def2-TZVPD basis.

Geometry as XYZ:
```
48
Properties=species:S:1:pos:R:3:forces:R:3:lowdin_charge:R:1
N 1.25811 0.08233 -3.11370 -0.03 0.17 -0.19 0.2069
C 0.76656 0.02539 -1.87782 -0.24 0.31 -0.07 -0.2794
N 1.19252 -0.98017 -1.11706 0.16 -0.38 0.03 0.1567
C 0.72495 -1.07620 0.12657 -0.25 0.41 -0.37 -0.3922
N 1.11209 -2.13951 0.85674 0.04 -0.03 0.28 0.0660
C 2.04693 -3.11338 0.36166 0.48 -0.09 -0.24 -0.1550
C 3.51216 -2.66871 0.55969 -0.19 0.11 0.04 -0.1951
O 4.44308 -3.31433 -0.28069 0.14 -0.12 0.04 -0.1364
C 4.27625 -3.16944 -1.67630 -0.13 0.11 -0.23 -0.1967
C 4.15937 -1.71769 -2.16301 0.17 -0.10 0.63 -0.2472
O 3.87939 -1.65426 -3.54520 -0.03 -0.14 -0.41 -0.0713
N -0.11184 -0.22915 0.71890 -0.20 0.07 0.36 0.1766
C -0.56746 0.80005 0.00605 0.11 0.08 -0.19 -0.2308
N -1.38563 1.65049 0.61681 -0.24 0.43 -0.22 0.1134
C -1.85617 1.47814 1.97074 0.07 -0.32 0.63 -0.3175
C -2.30319 2.82942 2.52927 0.07 0.01 -0.24 -0.1455
C -3.56386 3.34393 1.83597 -0.08 -0.06 0.33 -0.1961
C -4.68612 2.31442 1.92439 0.03 0.05 -0.33 -0.2045
C -4.24160 0.99312 1.30508 -0.08 -0.05 0.34 -0.1974
C -3.00524 0.46223 2.02332 0.08 0.05 -0.25 -0.1498
C -0.16989 0.98701 -1.36756 0.42 -0.86 0.51 -0.0211
N -0.65196 2.01932 -2.14498 -0.26 0.52 -0.36 -0.3369
O -0.26970 2.14128 -3.31310 -0.07 0.13 -0.06 0.0271
O -1.47116 2.81707 -1.66971 -0.03 0.11 -0.15 0.0243
H 1.94574 -0.59682 -3.40030 0.04 -0.09 0.00 0.0889
H 0.95555 0.83824 -3.71651 0.11 -0.22 0.17 0.0892
H 0.84544 -2.13496 1.82724 -0.08 0.04 -0.09 0.1446
H 1.84939 -3.21328 -0.70672 0.03 -0.17 0.13 0.1049
H 1.86729 -4.07041 0.85401 -0.02 0.04 -0.09 0.1267
H 3.85274 -2.91277 1.56929 -0.10 0.13 -0.03 0.1253
H 3.56054 -1.57940 0.43386 -0.04 -0.07 0.04 0.1169
H 5.16977 -3.64073 -2.09949 -0.13 0.04 -0.08 0.1286
H 3.39715 -3.72498 -2.03314 0.10 0.07 -0.02 0.1214
H 5.07626 -1.16405 -1.92087 -0.09 -0.03 0.03 0.1315
H 3.30291 -1.23981 -1.68150 0.29 -0.06 0.00 0.0733
H 4.59740 -2.06912 -4.03580 -0.08 0.06 -0.02 0.0942
H -1.76572 2.40172 0.04551 0.26 -0.30 0.08 0.1013
H -1.01528 1.08479 2.55408 -0.17 0.13 -0.05 0.1367
H -1.49407 3.55394 2.41825 0.06 0.00 0.09 0.1166
H -2.50297 2.70944 3.59587 0.02 -0.01 0.04 0.1188
H -3.87698 4.27815 2.30630 0.04 0.06 -0.10 0.1105
H -3.35529 3.56133 0.78651 -0.03 0.11 -0.09 0.1071
H -5.57284 2.68806 1.40915 -0.06 0.01 0.07 0.1083
H -4.95027 2.15200 2.97233 -0.06 0.01 0.07 0.1133
H -4.01474 1.14508 0.24807 -0.04 -0.04 -0.10 0.1122
H -5.04724 0.25916 1.37099 0.01 -0.02 -0.10 0.1089
H -2.66652 -0.46926 1.56766 0.02 -0.04 0.09 0.1046
H -3.24586 0.26237 3.06915 0.00 -0.05 0.08 0.1182
```
Forces are in eV/Å.

Results
* total charge: 0
* structure (SMILES): Nc1nc(NCCOCCO)nc(NC2CCCCC2)c1[N+](=O)[O-]
* spin multiplicity: 1
* E_LUMO: 0.2 eV
* gap between HOMO and LUMO: 8.96 eV
* HOMO energy: -8.793 eV
* energy relative to the best compared isomer or geometry (same formula, charge and spin): 0.0 kcal/mol

=====

| no. | E (eV) |
| --- | --- |
| 1 | -29541.3270 |
| 2 | -72816.5785 |
| 3 | -32037.0610 |